#w
Formula: C45H112N8O
Source: the Open Molecules 2025 dataset
Level of theory: ωB97M-V/def2-TZVPD

Calculated values
2S+1   1
Structure (SMILES)   CCN(CC)CC.CCN(CC)CC.CCN(CC)CC.CCN(CC)CC.CCN(CC)CC.CCN(CC)CC.CCN(CC)CC.CN(C)C=O
Highest occupied orbital energy   -8.21 eV
HOMO-LUMO gap   8.74 eV
Total charge   0

XYZ file:
```
166
Properties=species:S:1:pos:R:3:mulliken_charge:R:1
N -24.534 1.721 18.010 0.184
C -24.911 -5.890 19.063 -1.277
N -23.717 -3.972 18.050 0.851
H -27.062 -9.514 16.303 -0.041
H -19.656 -1.403 15.823 -0.142
H -24.558 0.271 19.452 -0.051
C -24.271 -9.253 17.046 1.192
H -23.079 -4.475 15.588 -0.247
C -18.211 -4.227 21.628 -0.835
H -26.268 2.692 20.171 0.368
C -19.883 -5.211 20.122 -0.553
H -21.932 -8.112 14.986 0.610
N -18.208 -1.593 17.368 0.190
H -20.001 -3.427 13.483 -0.097
H -20.467 -5.649 20.938 0.455
H -23.420 3.648 16.725 0.344
H -17.398 -1.395 14.690 0.258
C -23.527 -4.776 12.817 -0.415
H -23.321 -3.803 20.907 0.261
H -24.851 4.617 16.258 0.416
H -26.181 0.640 18.825 0.263
H -17.084 -3.297 17.869 0.352
H -27.048 -7.017 22.416 0.459
C -24.124 0.757 17.004 -0.756
C -22.156 -4.277 16.139 -0.551
H -22.786 -5.514 19.272 -0.345
H -25.417 -10.364 18.492 0.468
C -18.639 -3.923 16.484 0.578
H -16.506 -5.292 20.112 0.307
C -26.850 -5.945 22.396 -1.106
H -29.425 -6.795 15.753 0.252
H -25.757 -4.991 14.451 0.186
C -27.960 -9.129 15.827 -0.628
H -18.255 -3.155 21.394 0.220
H -29.610 -2.994 24.129 0.309
H -20.119 -1.972 18.166 -0.022
H -18.966 -4.402 22.397 0.297
C -27.646 -8.341 14.532 -0.388
C -22.098 -4.426 10.006 -0.568
C -25.714 -3.339 23.578 -0.300
H -19.856 -3.515 10.422 0.549
H -25.966 -0.348 16.705 0.256
H -24.437 -8.263 17.506 -0.240
C -17.803 -0.507 15.170 -1.530
H -18.171 -4.852 16.153 0.505
C -23.766 -8.679 13.997 -1.245
H -25.211 -3.241 19.301 0.285
H -28.814 -5.270 15.067 0.308
C -27.033 -5.354 23.799 -0.630
H -23.745 -2.095 20.949 0.073
H -23.291 -9.510 13.476 0.512
H -22.297 -2.607 20.114 -0.145
H -25.619 1.449 21.217 0.392
H -29.584 -3.018 25.918 0.406
H -21.788 -5.276 16.382 -0.235
C -24.409 -10.367 18.077 -1.839
H -16.977 0.077 15.582 0.353
H -21.636 -3.654 18.125 -1.002
C -24.170 -3.006 19.059 -0.711
C -21.817 -9.421 17.065 -1.511
H -23.294 -2.830 9.179 0.312
H -21.389 -7.340 17.207 -0.266
C -22.115 -5.032 12.310 -0.761
H -21.456 -3.713 15.530 0.589
H -21.584 -2.452 9.335 0.287
H -25.404 3.587 18.298 0.449
C -22.972 -8.314 15.250 0.361
H -19.216 -3.556 15.638 -0.494
C -20.193 -3.956 11.362 -0.784
H -24.835 -1.520 22.719 0.367
H -18.261 0.146 14.425 0.435
H -24.204 -11.333 17.618 0.384
H -24.789 -8.985 14.221 0.003
H -27.035 -4.341 15.482 0.490
H -23.722 -10.212 18.911 0.415
H -25.737 -5.737 18.369 -0.040
H -25.445 -4.747 16.193 -0.235
H -25.150 -3.347 24.523 0.209
H -30.138 -7.483 13.457 0.343
H -20.065 -2.076 12.346 0.287
H -20.994 -9.633 16.374 0.495
N -18.499 -5.054 20.482 0.371
C -23.598 -5.329 18.541 1.921
C -23.335 -2.884 20.316 -0.247
N -27.626 -6.883 14.617 0.185
C -29.869 -6.447 13.661 -1.415
C -22.291 -3.239 9.069 -1.206
H -24.249 -2.035 18.559 0.281
H -24.284 -4.896 12.044 0.455
O -17.645 -6.328 18.785 -0.534
H -28.587 -9.995 15.585 0.330
H -22.021 -6.064 11.925 0.326
H -23.571 -3.854 13.389 0.218
H -25.189 -5.470 20.034 0.065
C -19.120 -1.663 18.510 1.352
H -16.876 -2.749 16.276 0.359
C -26.193 -5.030 15.450 -0.695
C -17.501 -5.593 19.738 -0.048
H -26.212 -5.742 24.429 0.254
H -19.236 0.054 16.663 0.446
H -22.307 -8.025 18.606 0.065
H -23.736 -5.597 13.518 -0.377
C -25.418 2.027 20.310 -1.526
C -19.225 -0.347 19.267 -1.808
C -18.792 -0.860 16.258 0.263
H -23.368 -7.349 15.630 -0.533
N -23.032 -9.329 16.285 0.217
H -24.497 2.571 20.517 0.363
H -27.143 -6.580 16.643 0.451
H -21.803 -10.305 17.708 0.441
H -20.320 -4.247 19.847 0.174
H -19.948 0.331 18.806 0.272
C -28.951 -6.333 14.874 -0.187
H -27.501 -5.436 21.687 0.360
C -24.464 3.613 16.414 -1.359
H -21.379 -5.133 9.550 0.393
H -18.593 -3.048 12.468 0.445
C -19.684 -3.088 12.498 -0.689
H -21.430 -5.049 13.165 0.316
H -19.559 -0.507 20.296 0.477
H -25.076 -9.375 16.313 -0.411
H -29.529 -4.494 25.042 0.321
H -28.595 -8.560 16.507 0.291
H -19.765 -4.973 11.402 0.297
H -24.504 3.096 15.452 0.256
C -29.170 -3.461 25.008 -1.312
H -25.832 -7.161 15.603 -0.691
C -25.245 2.870 17.489 -0.476
H -23.008 -5.031 10.027 0.476
H -19.324 -4.237 17.279 -0.342
H -27.365 -2.338 25.156 0.376
H -27.974 -5.706 24.217 0.434
H -24.772 -0.553 15.421 0.381
N -27.050 -3.897 23.797 0.298
H -27.287 -3.907 25.914 0.290
H -28.357 -8.640 13.759 0.451
C -22.471 -3.515 17.425 0.735
C -25.793 -1.935 23.029 -1.348
H -20.551 -8.282 18.438 0.648
H -17.231 -4.429 22.054 0.356
H -26.184 -1.243 23.783 0.474
H -29.397 -6.010 12.780 0.309
C -27.656 -3.378 25.014 -0.484
C -25.216 1.081 19.128 0.217
H -23.823 -7.808 13.339 0.084
H -23.285 -5.916 17.671 -1.170
H -25.761 0.945 15.562 0.411
H -26.504 -1.861 22.206 0.328
C -21.492 -8.179 17.897 0.072
C -26.672 -6.461 15.651 0.458
H -19.974 -5.904 19.288 -0.209
C -17.657 -2.886 17.034 -1.120
H -23.430 1.283 16.334 0.395
H -24.808 -6.960 19.272 0.592
H -18.281 0.196 19.339 0.420
H -25.813 -5.824 22.080 0.136
H -30.793 -5.890 13.830 0.436
H -26.267 2.592 17.168 0.382
N -21.664 -4.028 11.342 0.242
H -26.681 -8.667 14.132 0.076
H -18.714 -2.413 19.192 -0.671
C -25.214 0.173 16.100 -1.207
H -22.636 -2.456 17.217 -0.121
H -23.501 -0.030 17.433 0.295
H -25.212 -3.951 22.829 0.197
H -22.107 -3.534 8.037 0.351
```


#x
Formula: C45H112N8O
Source: the Open Molecules 2025 dataset
Level of theory: ωB97M-V/def2-TZVPD

Calculated values
2S+1   1
Structure (SMILES)   CCN(CC)CC.CCN(CC)CC.CCN(CC)CC.CCN(CC)CC.CCN(CC)CC.CCN(CC)CC.CCN(CC)CC.CNC(C)=O
Highest occupied orbital energy   -7.97 eV
HOMO-LUMO gap   8.30 eV
Total charge   0

XYZ file:
```
166
Properties=species:S:1:pos:R:3:mulliken_charge:R:1
H 1.615 20.094 -14.232 0.381
C 4.905 17.632 -13.441 -0.329
H -6.952 9.100 -4.269 0.255
C 2.263 9.710 -5.319 -1.324
H 3.016 15.573 -0.805 0.395
H -7.843 10.855 -3.141 0.353
H 12.054 10.468 -4.026 0.414
H -1.019 -2.075 -8.175 0.344
H 5.712 3.855 -4.450 0.271
C 3.857 19.761 -13.944 -0.319
H 8.420 8.973 -0.982 0.281
N 9.532 10.279 -11.115 -0.040
C 11.539 12.458 -3.122 -1.227
H 2.681 7.742 -9.415 0.514
H 2.419 21.230 -13.149 0.381
N 10.402 10.177 -2.611 0.010
H 10.928 8.505 -12.926 0.386
C 0.931 -1.178 -12.183 -1.459
H -8.959 11.410 -4.552 0.223
H 3.341 2.543 -0.141 0.304
C 4.133 3.682 -1.803 -0.375
H -5.720 8.115 -5.950 0.319
H 12.408 12.330 -2.477 0.310
C 0.289 -0.198 -8.518 -0.320
H 3.886 1.528 -1.469 0.325
H 2.654 21.411 -14.760 0.394
C 3.372 2.458 -1.227 -1.285
H 1.622 16.645 -12.425 0.301
H 4.250 -0.193 -9.182 0.413
H 3.702 4.567 -1.334 0.272
C 9.564 11.237 -10.027 -0.417
H 4.564 15.096 -1.706 0.290
H 8.546 9.611 -12.807 0.265
H 10.755 11.576 -12.315 0.361
H 2.542 10.876 -9.028 0.301
H 1.675 17.232 -10.732 0.392
N -6.553 9.743 -4.939 -0.201
C -1.020 -0.986 -8.237 -1.272
H 1.350 10.215 -5.634 0.315
H 7.201 3.299 1.566 0.426
H 8.399 9.982 -8.653 0.308
C 1.217 15.561 -4.637 -1.346
H 0.140 7.478 -6.789 0.293
C 4.825 17.092 -4.504 -0.581
H 0.562 5.700 -6.881 0.387
H 1.444 9.957 -10.085 0.314
H 11.510 8.507 -2.832 0.370
H 8.911 11.986 -12.983 0.269
H 3.494 18.918 -11.388 0.363
H 7.923 4.286 0.314 0.314
H 11.949 9.706 -13.735 0.364
H 10.740 12.959 -2.576 0.295
H 2.958 14.554 -2.138 0.260
H 5.660 18.413 -13.353 0.235
H 7.372 11.591 -13.465 0.403
H -1.724 -0.870 -9.060 0.318
H 0.179 0.542 -11.017 0.398
H 7.521 3.711 -2.050 0.308
H 2.266 7.061 -5.989 0.413
H 7.428 11.208 -9.516 0.319
C 7.984 11.596 -12.563 -0.948
H 5.051 16.926 -12.624 0.434
H 11.853 13.162 -3.893 0.360
H 4.730 16.886 -6.642 0.288
N 1.052 -0.866 -9.646 -0.228
C 0.729 6.702 -7.278 -1.189
C 6.595 4.132 -2.441 -0.451
C 3.331 16.648 -2.658 -0.704
C 10.452 8.770 -2.812 -0.708
H 11.599 10.403 -11.308 0.430
C 9.974 8.375 -4.147 -1.021
H 3.033 16.351 -11.330 0.305
H 2.819 10.403 -4.689 0.421
C 2.803 8.691 -8.894 -0.805
N 5.568 3.501 -1.563 0.119
C 6.642 3.601 -3.942 -1.198
H 8.473 10.408 -3.338 0.376
H 0.438 15.616 -5.397 0.432
H 10.363 7.361 -4.241 0.386
H -1.467 -0.609 -7.317 0.395
H 9.283 11.639 -2.239 0.205
H 5.189 3.013 0.452 0.238
H 6.588 5.221 -2.488 0.282
C 5.270 17.001 -14.723 -1.389
H 2.360 17.113 -2.489 0.445
C 2.341 -0.204 -9.868 -0.219
C -5.607 9.199 -5.928 -0.824
C 0.335 -0.531 -10.902 -0.291
H 2.469 16.520 -5.902 0.310
H 3.336 0.951 -8.232 0.277
H 2.345 2.478 -1.592 0.422
H 1.980 17.591 -4.613 0.326
H 7.383 10.492 -1.078 0.389
H 9.634 12.293 -10.288 0.363
H 0.107 0.856 -8.726 0.309
H 7.699 2.476 0.111 0.332
H 1.066 -2.246 -12.012 0.375
H 3.323 10.267 -7.028 0.410
H 10.427 11.192 -4.335 0.350
H 5.274 17.673 -15.582 0.283
C 2.340 16.583 -4.821 -0.345
C -6.854 11.076 -4.954 0.623
H -5.783 9.778 -6.835 0.272
C 3.520 15.406 -1.756 -1.178
H 8.543 11.683 -8.223 0.424
H 2.017 19.057 -12.280 0.341
C 2.879 18.408 -12.129 -0.577
H 3.128 -0.852 -8.032 0.393
H 0.947 -0.384 -7.669 0.367
C 11.201 10.992 -3.594 -0.570
H 3.994 8.844 -6.316 0.334
H 7.596 12.277 -11.805 0.243
H 5.579 17.039 -3.719 0.422
C -7.985 11.418 -4.064 -0.971
C 9.045 10.592 -2.429 -0.284
C 3.045 9.322 -6.560 -0.532
H 10.170 9.435 -13.911 0.304
C 10.760 10.535 -11.990 -0.517
H 4.627 18.162 -4.456 0.397
H 8.918 8.532 -4.365 0.275
H 6.367 16.821 -5.919 0.405
N 2.311 8.572 -7.536 0.258
C 8.335 10.235 -11.939 -0.647
H 2.804 6.486 -7.585 0.415
C 11.002 9.553 -13.216 -1.305
C 2.139 7.177 -7.065 -0.661
C 2.255 17.050 -11.636 -1.203
H -0.702 -0.865 -10.862 0.312
H -7.782 12.430 -3.713 0.289
H 10.475 8.977 -4.905 0.305
H 7.534 9.723 -11.406 0.375
H 2.227 0.801 -10.275 0.347
H 2.883 -0.715 -10.664 0.276
C 5.853 3.702 -0.069 -0.401
H 3.891 8.643 -8.849 0.402
N 3.575 16.308 -4.105 0.067
H 5.442 4.685 0.164 0.424
C 8.392 10.995 -9.055 -1.352
C 8.381 10.055 -1.107 -1.183
H 4.530 16.278 -15.065 0.345
H -4.566 9.263 -5.614 0.271
O -6.407 11.946 -5.677 -0.608
H 10.076 8.209 -1.957 0.374
C 5.325 16.523 -5.804 -1.224
H 6.792 2.529 -4.072 0.314
C 2.454 10.004 -9.675 -1.184
H 6.224 16.475 -14.707 0.377
H 1.496 14.514 -4.752 0.325
N 3.672 18.391 -13.370 0.139
H 7.387 4.114 -4.550 0.384
H 3.132 10.095 -10.524 0.359
C 7.290 3.415 0.486 -1.362
C 2.556 20.605 -14.032 -1.478
H 8.892 10.459 -0.233 0.293
H 1.920 -0.919 -12.559 0.326
H 0.241 -1.138 -13.027 0.397
H 0.710 15.574 -3.672 0.284
H 4.077 19.657 -15.007 0.242
H 3.858 3.774 -2.853 0.340
H 0.558 6.646 -8.353 0.243
C 3.277 -0.021 -8.722 -1.459
H 4.574 20.389 -13.416 0.381
H 4.097 17.353 -2.338 0.426
H 5.282 15.437 -5.723 0.308
H 10.372 11.051 -9.319 0.410
H 2.009 8.878 -4.663 0.317
```


#w wins, 557.6 kJ/mol ahead of the next structure.


#w
Formula: C4H4
Source: the Open Molecules 2025 dataset
Level of theory: ωB97M-V/def2-TZVPD

Calculated values
2S+1   1
Highest occupied orbital energy   -9.36 eV
HOMO-LUMO gap   9.68 eV
Total charge   0

XYZ file:
```
8
Properties=species:S:1:pos:R:3:mulliken_charge:R:1
C -1.158 -0.735 0.002 -0.366
C -1.819 0.458 0.247 0.239
H -1.515 1.252 0.927 0.341
H 1.358 0.084 0.784 -0.221
H -1.152 0.066 -2.043 0.337
H 2.050 -0.168 0.896 0.213
C -2.851 0.002 -0.541 -0.511
C -1.626 -0.191 -1.209 -0.033
```


#x
Formula: C4H4
Source: the Open Molecules 2025 dataset
Level of theory: ωB97M-V/def2-TZVPD

Calculated values
2S+1   1
Highest occupied orbital energy (spin up / spin down)   -8.22 / -9.16 eV
HOMO-LUMO gap (spin up / spin down)   7.57 / 8.38 eV
Total charge   0

XYZ file:
```
8
Properties=species:S:1:pos:R:3:mulliken_charge:R:1
H -0.918 -1.518 -1.229 0.221
C -1.386 0.635 -1.671 -0.330
H -1.731 1.567 -1.328 0.280
C 0.982 -0.172 0.820 -0.690
C -0.207 -0.303 0.265 -0.012
C -0.936 -0.377 -0.896 -0.016
H 1.999 -0.007 0.485 0.278
H 0.834 -0.419 1.792 0.269
```


#x wins, 167.5 kJ/mol ahead of the next structure.